120
Properties=species:S:1:pos:R:3:forces:R:3:mulliken_charge:R:1 method="wB97M-V/def2-TZVPD" total_energy_ha=-3736.994542 mol_weight_g_mol=978.798 gap_ev=10.21 homo_ev=-10.86 de_lowest_kcal_mol=44.8 e_lumo_ev=-0.6516 max_force_ev_per_a=4.3
C -4.264532 -4.320547 -0.827528 0.5 -1.7 -0.7 -0.811
N -4.490301 -3.193428 0.058774 -1.1 0.0 2.7 0.933
O -4.149857 -2.084579 -0.271550 -0.1 -0.2 -0.2 -0.442
O -5.001642 -3.477135 1.181463 1.1 0.6 -2.3 -0.550
H -3.257314 -4.274783 -1.241666 -0.1 0.3 0.2 0.221
H -4.960959 -4.417386 -1.660413 -0.2 0.7 0.2 0.285
H -4.383340 -5.230741 -0.239698 0.1 0.2 0.0 0.321
C 3.379295 -2.038221 1.464374 -0.4 -0.4 0.1 -0.332
N 4.053889 -2.841031 0.397241 0.0 -0.6 1.1 1.087
O 4.843159 -2.294818 -0.332181 -0.1 -0.2 -0.3 -0.553
O 3.802550 -4.052196 0.426609 0.2 1.0 -0.7 -0.613
H 3.372562 -2.701263 2.329484 0.1 0.4 0.1 0.315
H 2.347561 -1.930554 1.129674 0.2 0.2 0.0 -0.237
H 3.859784 -1.071336 1.613939 0.0 -0.3 -0.2 0.252
C -3.716658 4.568050 1.995088 0.2 0.7 0.1 -0.689
N -5.122345 4.722910 1.544885 -0.4 0.7 -1.1 0.972
O -5.364046 5.596469 0.711164 0.4 -0.8 0.9 -0.557
O -5.945359 3.981175 2.026727 -0.1 -0.2 0.2 -0.551
H -3.484328 3.513314 2.142258 0.0 0.3 -0.2 0.089
H -3.659322 5.099365 2.945095 -0.1 -0.2 0.1 0.472
H -3.105944 5.128477 1.287241 0.1 -0.5 -0.1 0.253
C 1.419528 -3.326864 -3.203910 -0.5 -0.4 1.6 -0.608
N 1.764318 -2.656814 -4.420936 -1.0 1.0 -1.9 1.043
O 2.820625 -2.071377 -4.438612 0.4 -0.1 -0.5 -0.512
O 0.880980 -2.518993 -5.283740 1.0 -0.4 0.6 -0.607
H 2.260699 -3.095047 -2.550614 -0.6 -0.2 0.4 0.215
H 1.163476 -4.386270 -3.189876 0.5 -0.1 -0.9 0.280
H 0.469588 -2.844980 -2.972626 0.3 0.1 0.8 0.152
C 0.083472 -5.601844 1.281808 1.3 -0.3 0.7 -0.603
N -0.590069 -5.086376 0.128928 -0.8 0.5 -2.3 0.723
O -0.560771 -5.771076 -0.891262 -0.2 0.2 0.9 -0.554
O -1.024618 -3.951538 0.149629 -0.3 0.1 0.4 -0.245
H 1.099214 -5.457245 0.913775 0.5 -0.5 0.6 0.304
H -0.147354 -6.660500 1.400410 0.1 0.3 0.1 0.303
H -0.028939 -4.970857 2.163472 -0.4 -0.2 -0.2 0.064
C -0.114206 3.484692 -5.698225 -0.8 0.5 -1.4 -0.939
N 0.445424 3.370525 -4.354778 0.3 -0.2 0.9 0.825
O 0.560246 4.401825 -3.706850 0.2 -0.9 -0.4 -0.523
O 0.646680 2.234345 -3.935156 0.1 1.1 -0.2 -0.222
H -0.858847 2.694140 -5.791093 -0.2 0.4 0.1 0.302
H 0.528645 3.367941 -6.570707 0.9 -0.4 0.7 0.265
H -0.468795 4.506853 -5.830662 -0.5 -0.3 0.4 0.353
C 2.781951 2.046450 3.713693 -0.8 -0.3 -0.3 0.356
N 3.652816 1.938674 4.883427 0.3 -1.9 0.8 0.955
O 3.956482 2.936136 5.477269 0.3 0.8 0.3 -0.590
O 3.917083 0.787450 5.259386 -0.1 1.4 -0.6 -0.550
H 2.646728 3.074717 3.378279 0.4 -0.2 0.1 0.298
H 1.840806 1.677849 4.121696 -0.1 0.0 -0.4 -0.383
H 3.128866 1.352647 2.947936 -0.1 0.3 0.0 -0.134
C -3.948469 1.396230 0.028474 -0.3 -0.9 0.9 -0.272
N -3.905903 2.349629 -1.091313 0.0 -1.0 -0.6 1.037
O -2.970005 3.129938 -1.076921 -0.2 0.5 -0.3 -0.492
O -4.730811 2.214663 -1.983075 0.7 0.6 0.9 -0.579
H -3.518998 0.431387 -0.241230 -0.1 0.2 -0.7 0.025
H -4.984810 1.196699 0.301053 0.1 0.3 0.1 0.395
H -3.316074 1.733450 0.849712 -0.4 0.4 -0.1 -0.076
C -1.110026 -0.122560 -4.127960 0.5 0.7 -0.8 -0.602
N -2.128587 0.217109 -3.102388 0.5 -1.3 0.3 0.916
O -1.791083 0.372411 -1.962647 1.4 0.4 1.4 -0.311
O -3.273937 0.248346 -3.420518 -1.6 0.1 -1.5 -0.583
H -1.246668 0.677194 -4.855850 0.1 -0.3 -0.2 0.037
H -1.274930 -1.088016 -4.606304 -0.4 0.1 0.3 0.414
H -0.086466 -0.045284 -3.761261 -0.4 -0.1 0.5 0.043
C 2.409007 0.347830 -6.558909 -2.1 -0.8 0.3 -0.395
N 3.541698 0.940681 -5.901266 1.9 1.0 1.2 0.967
O 3.445923 1.359272 -4.730423 -0.2 -0.7 -1.9 -0.488
O 4.562139 1.000563 -6.562205 -0.2 0.1 0.3 -0.563
H 1.738572 0.064629 -5.747481 -0.1 -0.1 -0.3 -0.114
H 2.663983 -0.519372 -7.168058 0.4 0.2 0.3 0.301
H 1.903814 1.062752 -7.208348 0.3 0.3 0.1 0.270
C 3.128824 2.006027 -1.599902 0.7 0.1 -1.4 -0.609
N 2.944547 1.519987 -0.221582 0.6 1.7 -2.2 1.077
O 3.859821 1.014125 0.326977 2.4 -1.4 1.2 -0.662
O 1.886795 1.699534 0.265720 -3.2 0.4 1.5 -0.297
H 2.314567 2.640147 -1.950597 -0.2 -0.6 0.3 -0.196
H 3.287879 1.105883 -2.193654 -0.4 0.1 -0.1 0.287
H 4.040661 2.586733 -1.739331 0.1 -0.1 0.7 0.363
C -3.867412 -1.625036 4.522863 -0.1 -0.9 0.5 -0.532
N -4.103581 -1.109537 3.159877 -4.1 0.4 -1.1 0.763
O -5.295910 -1.093569 2.702787 3.5 -0.1 1.7 -0.466
O -3.151670 -0.679077 2.568758 0.8 0.2 -0.4 -0.297
H -3.053708 -2.347062 4.454546 -0.1 0.1 -0.2 -0.033
H -4.758974 -2.121477 4.905950 0.0 0.3 -0.2 0.347
H -3.540668 -0.829711 5.192789 -0.2 0.2 -0.4 0.213
C 5.869542 -3.390257 -3.026958 0.1 -0.4 0.8 -0.478
C 5.594325 -4.243595 -4.164540 0.1 0.2 -0.2 0.294
N 5.365567 -4.947269 -5.040266 -0.1 -0.1 -0.2 -0.453
H 5.564426 -3.952701 -2.144534 -0.4 0.2 0.1 0.153
H 5.336643 -2.440215 -3.065923 0.1 -0.1 -0.1 0.132
H 6.937847 -3.266808 -2.849251 0.0 0.3 -0.5 0.387
C -0.396833 5.254009 4.063283 -0.5 0.2 -0.3 -1.148
C -0.502730 3.937500 3.414760 0.4 -0.5 -0.3 0.309
N -0.546227 2.919436 2.865394 -0.1 1.0 0.6 -0.060
H -1.365217 5.748440 3.986714 -0.1 -0.1 0.1 0.298
H 0.278320 5.915382 3.520280 0.3 -0.3 0.0 0.327
H -0.134359 5.215434 5.120504 0.1 -0.3 -0.2 0.383
C -0.404574 -0.499864 0.844392 -0.2 0.0 1.1 0.336
C 0.523954 -0.827079 -0.215755 1.2 0.0 -1.7 -0.119
N 1.277834 -1.086064 -1.065972 -1.3 0.4 1.5 -0.258
H -1.127823 0.286764 0.629351 0.0 -0.3 -0.7 -0.162
H 0.098598 -0.104626 1.726830 0.5 -0.1 -0.1 -0.054
H -0.896398 -1.411864 1.182718 -0.3 0.0 -0.2 0.320
C -1.149790 0.776929 5.029556 -0.2 0.1 0.2 -0.834
C -0.033900 -0.106373 4.708968 0.9 -0.6 -0.7 0.533
N 0.868635 -0.777245 4.426061 -1.2 0.8 0.3 -0.386
H -1.752414 0.315391 5.811823 0.1 0.2 0.1 0.377
H -1.791375 0.975743 4.171105 0.2 -0.2 -0.1 0.034
H -0.767824 1.742444 5.361165 0.0 -0.1 0.2 0.329
C -0.730062 -3.664013 5.132753 -0.6 0.1 0.3 -0.314
C 0.722999 -3.764230 5.150810 1.6 0.4 0.2 0.288
N 1.878404 -3.872487 5.174815 -1.7 0.0 -0.1 -0.432
H -1.103421 -3.835509 4.123150 -0.1 -0.5 0.1 0.140
H -1.194283 -2.721073 5.421661 0.9 0.5 0.0 -0.012
H -1.141109 -4.328282 5.892936 0.0 -0.6 -0.4 0.342
C -0.182206 4.589994 -0.564746 1.4 0.0 0.8 0.430
C 1.242003 4.996369 -0.624032 2.1 0.8 -0.3 0.050
N 2.380326 5.270686 -0.666519 -2.7 -0.6 0.2 -0.582
H -0.839607 5.302966 -1.062326 0.1 -0.5 -0.2 0.475
H -0.410461 4.548878 0.500286 -0.3 0.0 0.0 -0.158
H -0.165234 3.552467 -0.898420 -0.7 0.2 -0.4 -0.209